DFT (wB97M-V/def2-TZVPD) results for a cluster of 6 separate species, C39H67Br11Cl3FINO4 in total.

Computed properties:
Total charge: 0
Multiplicity: 1
Orbital gap, hartree: 0.272
SMILES: CC[C@H](I)[C@H](CCF)O[C@@](Br)(COO)CO[C@@](Cl)(CCCCCCCCCCCCn1cccc1)/C(Cl)=C(\C)Cl.BrCCBr.BrCCBr.BrCCBr.BrCCBr.BrCCBr

Positions of all 127 atoms, in Å:
C -3.998199 -4.955668 2.886262
C -2.374706 -4.882484 2.778971
C -1.953832 -4.269625 1.358073
I 0.131115 -4.732204 0.833435
C -2.163060 -2.674778 1.219246
C -1.917269 -1.870683 2.618140
C -0.361540 -1.778215 2.992971
F 0.440878 -1.179833 1.931364
O -3.518300 -2.347824 0.815755
C -3.597489 -1.895412 -0.545514
Br -2.754853 -3.181763 -1.861382
C -5.188524 -1.912172 -0.918748
O -5.429906 -2.366015 -2.283733
O -6.748802 -2.269068 -2.577793
C -2.960479 -0.412727 -0.765239
O -3.754055 0.631185 -0.157357
C -3.492026 1.926671 -0.780060
Cl -4.463003 3.105337 0.309357
C -1.953596 2.385337 -0.697366
C -1.667861 3.670896 0.263546
C -0.043564 3.890232 0.162536
C 0.741644 3.451412 1.494670
C 2.196836 4.201148 1.430944
C 2.840885 4.131059 -0.065814
C 2.926130 2.625734 -0.638457
C 3.386938 2.541344 -2.188333
C 3.404897 0.960416 -2.574030
C 2.926873 0.655437 -4.079744
C 1.794888 -0.506999 -4.184193
C 2.395035 -1.951011 -4.565750
N 1.261207 -2.809010 -5.076473
C 1.305534 -3.839116 -6.115895
C -0.109905 -4.464254 -6.379028
C -1.099758 -3.753042 -5.387276
C -0.129898 -2.785561 -4.658183
C -4.174420 2.066801 -2.231681
Cl -5.096773 0.690075 -3.060764
C -4.169784 3.285037 -3.002495
C -3.499338 4.639453 -2.505277
Cl -4.980407 3.353582 -4.662744
H -4.244897 -5.664725 3.765382
H -4.347977 -5.516899 1.935924
H -4.492216 -3.931318 2.982538
H -1.880410 -4.392121 3.684079
H -2.029278 -5.990156 2.786682
H -2.593678 -4.820410 0.564595
H -1.345460 -2.296241 0.511925
H -2.260831 -0.775164 2.396449
H -2.586092 -2.242838 3.465535
H 0.057216 -2.786325 3.338129
H -0.280377 -1.048942 3.887898
H -5.639524 -2.737633 -0.234025
H -5.714433 -0.934719 -0.649550
H -7.258594 -2.930964 -2.048502
H -2.771896 -0.273400 -1.897693
H -1.927364 -0.401486 -0.262963
H -1.635791 2.660871 -1.778418
H -1.216299 1.588215 -0.347630
H -1.869471 3.456714 1.369418
H -2.125776 4.638376 -0.126670
H 0.303688 3.376240 -0.796574
H 0.133859 5.026030 0.018562
H 0.224720 3.767445 2.466087
H 0.976688 2.316267 1.453252
H 1.986348 5.329971 1.607597
H 2.928362 3.810534 2.220777
H 3.937397 4.508279 -0.009567
H 2.320964 4.869005 -0.793883
H 1.945274 2.039017 -0.566486
H 3.679354 2.065662 0.044563
H 4.486100 2.902640 -2.261439
H 2.745053 3.169106 -2.894898
H 4.491932 0.601869 -2.480430
H 2.690972 0.365451 -1.881234
H 3.801422 0.303370 -4.755912
H 2.477730 1.573470 -4.624217
H 1.281297 -0.633431 -3.154564
H 0.983365 -0.232178 -4.942151
H 3.157141 -1.915430 -5.428650
H 2.852597 -2.482719 -3.651348
H 2.216280 -4.195057 -6.719333
H -0.404615 -5.285528 -7.110124
H -2.229549 -3.894424 -5.241860
H -0.531598 -2.100683 -3.841223
H -3.598056 5.439051 -3.338632
H -2.385964 4.575736 -2.262736
H -4.031817 5.105181 -1.588562
Br 6.765011 3.138694 -1.239989
C 7.777562 2.979595 0.419445
C 7.050687 2.120674 1.423143
Br 5.584211 3.095926 2.256443
H 7.967938 3.992489 0.775031
H 8.723209 2.517309 0.130937
H 7.712860 1.846489 2.246665
H 6.624776 1.215339 0.988539
Br 7.207638 -3.702958 1.681778
C 7.031167 -2.019919 2.649387
C 5.587199 -1.718812 2.966056
Br 4.637872 -1.068193 1.392691
H 7.508733 -1.251692 2.040567
H 7.605312 -2.158644 3.567144
H 5.514084 -0.910359 3.695926
H 5.036297 -2.584697 3.333711
Br 2.818569 -9.032274 1.710102
C 1.505780 -10.082048 0.722386
C 0.433210 -9.201273 0.131653
Br -0.844032 -8.633649 1.490129
H 1.117005 -10.833417 1.410003
H 2.074048 -10.577606 -0.066602
H -0.158135 -9.753823 -0.600518
H 0.825205 -8.296192 -0.333448
Br -0.337200 7.625955 0.370164
C -0.649407 7.549970 2.291925
C 0.342241 8.403719 3.039834
Br 2.080004 7.528044 3.147480
H -0.615633 6.498111 2.578551
H -1.664354 7.926643 2.429996
H 0.027608 8.541123 4.075803
H 0.504673 9.379762 2.582309
Br -3.770216 1.613432 6.189855
C -4.594570 2.351117 4.584111
C -5.643808 1.420066 4.029862
Br -4.830542 -0.078853 3.086385
H -3.788493 2.560296 3.880244
H -5.045438 3.292345 4.903360
H -6.253236 1.929766 3.281338
H -6.295141 0.998144 4.795549

Forces on atoms 1 to 2 (eV/Å):
0.9 -0.9 -0.1
-0.4 -1.1 -0.5



DFT (wB97M-V/def2-TZVPD) results for a structure of composition C39H67BrN4RuSSi.

Computed properties:
Total charge: +1
Multiplicity: 2
Orbital gap (alpha / beta), hartree: 0.221 / 0.273
Energy above the lowest of the compared OMol25 structures with the same formula, charge and spin, kJ/mol: 0.0

Positions of all 114 atoms, in Å:
Ru 0.140455 1.298860 0.644640
C 3.426848 0.475190 2.587390
C 3.826149 0.042587 1.213207
C 4.871715 -0.852485 1.018814
C 5.241737 -1.251378 -0.254124
C 4.555326 -0.765687 -1.356318
C 3.521314 0.151624 -1.208443
C 2.826102 0.694701 -2.424223
C 3.177278 0.555110 0.088883
N 2.171842 1.562526 0.227711
C 2.517742 2.780250 -0.101752
C 3.931076 3.228469 -0.309130
C 1.435094 3.706817 -0.371361
C 1.734569 5.117771 -0.774529
N 0.244521 3.176479 -0.388200
C -0.894893 3.905571 -0.826015
C -1.504159 4.841154 0.014279
C -0.920796 5.151857 1.357575
C -2.666919 5.460374 -0.429590
C -3.203609 5.165086 -1.670750
C -2.579661 4.239908 -2.493772
C -1.421702 3.591413 -2.085073
C -0.738563 2.599972 -2.981254
H 3.913881 -0.139125 3.342737
H 2.345171 0.390126 2.702635
H 3.692157 1.518747 2.777578
H 5.391350 -1.244639 1.884240
H 6.057274 -1.949455 -0.386786
H 4.829932 -1.089738 -2.352510
H 2.806342 -0.060443 -3.209477
H 3.347574 1.567382 -2.827013
H 1.800863 0.987196 -2.209037
H 4.644999 2.470922 0.004734
H 4.102760 4.136244 0.270835
H 4.125264 3.474972 -1.354580
H 2.373269 5.127834 -1.659493
H 2.270056 5.645062 0.015999
H 0.820694 5.661427 -1.002126
H -0.573717 4.240283 1.843659
H -1.661547 5.625771 1.999588
H -0.069205 5.831545 1.277568
H -3.156085 6.180949 0.214015
H -4.107865 5.659299 -1.999542
H -2.995748 4.013155 -3.468174
H -1.399171 2.286122 -3.788923
H -0.403356 1.715631 -2.430607
H 0.156906 3.029061 -3.437624
C -5.747580 0.570035 -0.731411
N -4.669898 0.909375 0.174973
C -3.376883 0.965070 -0.159624
N -3.039095 0.638875 -1.406971
S -2.286648 1.482259 1.036698
H -6.669743 0.499279 -0.162276
H -5.569579 -0.399583 -1.201689
H -5.880988 1.333265 -1.502408
H -4.883221 1.151369 1.127870
H -3.734393 0.517433 -2.123785
H -2.078924 0.739115 -1.692351
C 0.981298 1.733937 4.769511
C -0.153552 1.675727 3.732739
C -0.866713 0.331328 3.881377
C -1.114223 2.838988 4.050124
C 0.435580 1.922357 2.353845
H 0.553040 1.650561 5.769223
H 1.524186 2.679165 4.713114
H 1.692231 0.918068 4.648012
H -1.206610 0.211767 4.911350
H -0.178865 -0.486665 3.658967
H -1.729493 0.237936 3.225317
H -1.496388 2.719867 5.065688
H -1.963400 2.865451 3.368929
H -0.597369 3.798432 4.003491
H 1.230372 2.692052 2.452861
C 2.121481 -3.955194 -2.034676
C 1.429618 -3.982952 -0.663461
C 2.330859 -3.193837 0.296369
C 1.364279 -5.442847 -0.182027
Si -0.333036 -3.248975 -0.767264
Br -0.016380 -0.947034 -1.022178
C -1.291071 -3.700233 -2.374872
C -1.287363 -5.227605 -2.561636
C -2.751151 -3.232141 -2.296521
C -0.693342 -3.065446 -3.640396
C -1.365189 -3.399980 0.846975
C -0.468742 -3.219424 2.080511
C -2.018543 -4.789916 0.929770
C -2.466262 -2.336358 0.961942
H 3.150351 -4.303115 -1.912805
H 2.164082 -2.944751 -2.447554
H 1.643414 -4.609955 -2.762265
H 3.328048 -3.640596 0.276770
H 1.987058 -3.213876 1.328351
H 2.435422 -2.152981 -0.011684
H 2.377571 -5.852783 -0.172451
H 0.763082 -6.079132 -0.832400
H 0.974058 -5.526561 0.832383
H -1.686194 -5.760448 -1.697492
H -0.289072 -5.612910 -2.767930
H -1.915661 -5.482415 -3.419219
H -3.307552 -3.713801 -1.493472
H -3.250299 -3.484584 -3.235643
H -2.814868 -2.150670 -2.160989
H 0.310014 -3.421092 -3.862450
H -0.661097 -1.977059 -3.578773
H -1.327722 -3.329631 -4.490600
H 0.256408 -4.024140 2.195254
H -1.098445 -3.218537 2.974396
H 0.065855 -2.267653 2.054210
H -1.294705 -5.602112 0.850226
H -2.778473 -4.938185 0.162336
H -2.514007 -4.890733 1.898978
H -2.044810 -1.335853 1.064284
H -3.046126 -2.541124 1.866479
H -3.157926 -2.333329 0.120327

Forces on atoms 1 to 2 (eV/Å):
-0.1 1.0 -0.4
0.0 0.0 0.1



DFT (wB97M-V/def2-TZVPD) results for a cluster of 10 separate species, C39H70Cl18N6O5PS2 in total.

Computed properties:
Total charge: +1
Multiplicity: 1
Orbital gap, hartree: 0.187

Positions of all 141 atoms, in Å:
C 10.172254 0.954570 1.610693
C 8.649446 1.032252 0.924195
N 8.709092 1.245546 -0.572129
C 8.991193 -0.027281 -1.339992
C 10.242869 0.253428 -2.407892
C 7.517822 2.007743 -1.109058
S 7.866905 3.552992 -1.809011
S 5.720148 1.416804 -1.053519
C 4.527679 2.858591 -0.935726
C 3.006045 2.516973 -1.536316
C 2.056258 2.291470 -0.197227
N 0.584402 2.154380 -0.515343
C -0.257057 2.007944 0.770563
N 0.111270 2.734053 2.042018
N 0.439356 1.890263 3.086646
C 1.082511 0.752186 2.668648
O 2.037185 -0.191327 2.435397
N -1.392149 1.202332 0.610156
C -1.743991 0.524798 -0.728589
C -0.950593 -0.886624 -0.980139
C 0.032711 -0.877129 -2.309341
O 0.202627 0.228430 -3.087154
N 0.785982 -2.120383 -2.797734
C 2.167493 -2.214521 -2.189324
C 2.521592 -1.971910 -0.600107
C 4.069432 -2.132372 0.013292
C 5.302969 -2.539853 -1.014439
C 4.957455 -2.754849 -2.629130
C 3.429923 -2.600614 -3.215946
C -2.362408 0.962835 1.744590
O -2.983553 2.172470 2.305192
C -3.159934 1.830041 3.755746
P -0.026554 3.701335 -1.252169
O 0.133720 3.573660 -3.014385
O 1.007951 5.036118 -0.700668
H 10.519403 -0.173226 1.760399
H 10.991898 1.474999 0.933151
H 10.191056 1.426743 2.702858
H 8.170352 -0.023434 1.119072
H 8.086330 1.891281 1.502552
H 9.320491 -0.912972 -0.617771
H 8.071111 -0.332564 -2.000052
H 10.913716 1.173348 -2.074576
H 10.946228 -0.677953 -2.527765
H 9.727577 0.488676 -3.458697
H 4.990259 3.737326 -1.578746
H 4.492113 3.234670 0.176499
H 2.695497 3.441160 -2.186274
H 3.058421 1.514703 -2.177789
H 2.301463 3.158296 0.572654
H 2.444561 1.272622 0.289208
H -0.672601 3.384513 2.266588
H -2.903128 0.246531 -0.664511
H -1.662013 1.303436 -1.609780
H -0.416538 -1.203824 0.011699
H -1.770184 -1.726153 -1.200659
H 0.220414 -2.987902 -2.669758
H 1.702093 -1.685493 0.187657
H 4.292448 -1.970139 1.172382
H 6.388712 -2.674041 -0.560422
H 5.827200 -3.065546 -3.380151
H 3.232184 -2.781119 -4.355989
H -3.207653 0.158734 1.491635
H -1.727005 0.455335 2.618695
H -3.531529 0.716137 3.904938
H -2.084749 1.868218 4.272295
H -3.865838 2.614849 4.262495
H 0.747222 2.793070 -3.239858
H 0.524801 5.895634 -0.884598
Cl -1.782641 -4.439120 -1.683573
C -1.730881 -5.456602 -3.143873
C -1.154575 -6.835560 -2.864099
Cl 0.583566 -6.772812 -2.478503
H -1.153623 -4.926146 -3.907806
H -2.760886 -5.550445 -3.500797
H -1.258844 -7.468866 -3.749503
H -1.668817 -7.325740 -2.031609
Cl -7.109357 3.342719 0.844977
C -5.462510 3.998096 0.675275
C -5.454049 5.515728 0.582254
Cl -6.169753 6.100478 -0.940766
H -5.002292 3.537974 -0.204890
H -4.901799 3.677434 1.558389
H -4.424810 5.884269 0.609342
H -6.002130 5.973207 1.411760
Cl -3.654959 3.494197 -2.600863
C -4.352806 2.540893 -3.933021
C -5.568688 1.741104 -3.492682
Cl -5.138272 0.424230 -2.372710
H -3.567872 1.892279 -4.334745
H -4.639158 3.251314 -4.714313
H -6.041631 1.274735 -4.361425
H -6.311473 2.375933 -2.999708
Cl -4.775146 -0.081340 5.261769
C -6.453402 0.322728 5.698356
C -7.177139 1.058375 4.581682
Cl -6.529051 2.697935 4.325599
H -6.432591 0.911228 6.621091
H -6.961681 -0.622768 5.910020
H -8.234494 1.173059 4.836112
H -7.111355 0.516113 3.633323
Cl -6.593907 2.123395 8.737692
C -7.404290 3.702603 8.878416
C -8.902974 3.603272 8.641753
Cl -9.292268 3.214471 6.947339
H -6.929936 4.392425 8.173194
H -7.212147 4.067652 9.891793
H -9.378806 4.562753 8.862817
H -9.361627 2.840338 9.278409
Cl -9.838218 1.537798 1.992462
C -10.648602 3.117006 2.133187
C -12.147286 3.017676 1.896524
Cl -12.536580 2.628875 0.202110
H -10.174248 3.806828 1.427965
H -10.456459 3.482056 3.146563
H -12.623118 3.977156 2.117587
H -12.605939 2.254742 2.533179
Cl 1.760078 -3.685677 -5.194666
C 1.811838 -4.703158 -6.654966
C 2.388145 -6.082117 -6.375192
Cl 4.126285 -6.019368 -5.989596
H 2.389096 -4.172702 -7.418899
H 0.781833 -4.797001 -7.011890
H 2.283876 -6.715423 -7.260596
H 1.873902 -6.572296 -5.542702
Cl -0.187961 -9.019184 -5.876980
C 1.149448 -10.140360 -5.523818
C 2.183929 -10.170878 -6.637751
Cl 1.549060 -10.917823 -8.125289
H 0.723101 -11.132142 -5.342707
H 1.614301 -9.795843 -4.595200
H 3.046395 -10.767673 -6.328111
H 2.536780 -9.165440 -6.887454
Cl 9.417470 -0.354577 5.391339
C 8.607086 1.224632 5.532063
C 7.108402 1.125301 5.295400
Cl 6.719108 0.736500 3.600986
H 9.081440 1.914453 4.826841
H 8.799229 1.589681 6.545439
H 6.632570 2.084782 5.516463
H 6.649749 0.362367 5.932055

Forces on atoms 1 to 2 (eV/Å):
0.4 -0.5 0.0
0.7 -0.6 1.4



Total energy across the listed records, respectively: -870050.20928 -138825.96254 -317093.63983 eV.